1.
{"formula": "C5H7N", "method": "ωB97M-V/def2-TZVPD", "spin_multiplicity": 1, "orbital_gap_ha": 0.38562, "smiles": "C#C[C@@H]1CN1C", "total_charge": 0, "e_lumo_ev": 1.1, "elements": ["C", "N", "C", "C", "C", "C", "H", "H", "H", "H", "H", "H", "H"], "coordinates": [[-1.8446, -0.4638, -0.0848], [-0.5364, -0.3497, 0.5336], [-0.0780, 0.9726, 0.8870], [0.4971, 0.2545, -0.2884], [1.8142, -0.3486, -0.3427], [2.9084, -0.8196, -0.5133], [-1.8663, -1.3720, -0.6948], [-2.1026, 0.3964, -0.7277], [-2.6063, -0.5551, 0.6956], [-0.7172, 1.8260, 0.6505], [0.4774, 1.0512, 1.8180], [0.1771, 0.6472, -1.2555], [3.8773, -1.2391, -0.6776]]}

2.
{"formula": "C2H2N6", "method": "ωB97M-V/def2-TZVPD", "spin_multiplicity": 1, "orbital_gap_ha": 0.31582, "smiles": "[H]/N=c1/nncnnn1", "total_charge": 0, "e_lumo_ev": -1.1, "elements": ["C", "C", "H", "H", "N", "N", "N", "N", "N", "N"], "coordinates": [[-1.0149, -0.2886, -0.3669], [1.2374, 0.6673, 0.3501], [-2.5152, -1.2058, 1.0826], [1.7129, 1.4709, 0.8387], [-2.0011, -0.2848, 0.4384], [-0.7013, 1.1000, -0.8014], [0.4184, 1.6178, -0.5196], [1.7191, -0.4387, 0.3113], [1.1934, -1.3081, -0.5708], [-0.0487, -1.3302, -0.7623]]}

3.
{"formula": "C52H135N7O19", "method": "ωB97M-V/def2-TZVPD", "spin_multiplicity": 1, "orbital_gap_ha": 0.31205, "smiles": "COCCNCCOC.COCCNCCOC.COCCNCCOC.COCCNCCOC.COCCNCCOC.COCCNCCOC.COCCNCCOC.CCO.CCO.CCO.CCO.CCO", "total_charge": 0, "e_lumo_ev": 0.4, "elements": ["C", "C", "O", "H", "H", "H", "H", "H", "H", "C", "C", "O", "H", "H", "H", "H", "H", "H", "C", "C", "O", "H", "H", "H", "H", "H", "H", "C", "C", "O", "H", "H", "H", "H", "H", "H", "C", "C", "O", "H", "H", "H", "H", "H", "H", "C", "O", "C", "C", "N", "C", "C", "O", "C", "H", "H", "H", "H", "H", "H", "H", "H", "H", "H", "H", "H", "H", "H", "H", "C", "O", "C", "C", "N", "C", "C", "O", "C", "H", "H", "H", "H", "H", "H", "H", "H", "H", "H", "H", "H", "H", "H", "H", "C", "O", "C", "C", "N", "C", "C", "O", "C", "H", "H", "H", "H", "H", "H", "H", "H", "H", "H", "H", "H", "H", "H", "H", "C", "O", "C", "C", "N", "C", "C", "O", "C", "H", "H", "H", "H", "H", "H", "H", "H", "H", "H", "H", "H", "H", "H", "H", "C", "O", "C", "C", "N", "C", "C", "O", "C", "H", "H", "H", "H", "H", "H", "H", "H", "H", "H", "H", "H", "H", "H", "H", "C", "O", "C", "C", "N", "C", "C", "O", "C", "H", "H", "H", "H", "H", "H", "H", "H", "H", "H", "H", "H", "H", "H", "H", "C", "O", "C", "C", "N", "C", "C", "O", "C", "H", "H", "H", "H", "H", "H", "H", "H", "H", "H", "H", "H", "H", "H", "H"], "coordinates": [[3.8364, 4.0672, -0.0985], [2.7849, 4.8441, 0.7310], [2.3448, 3.9398, 1.7684], [4.7152, 3.9086, 0.5265], [4.1434, 4.6366, -0.9758], [3.4016, 3.1460, -0.4862], [1.9868, 5.2743, 0.1259], [3.2685, 5.6599, 1.2682], [1.6589, 4.4334, 2.2238], [3.9771, 2.6477, 4.9178], [4.3700, 2.0305, 3.5479], [3.2107, 1.5917, 2.8919], [3.1021, 3.2947, 4.8550], [4.8119, 3.2261, 5.3134], [3.7070, 1.8565, 5.6172], [5.0379, 1.2015, 3.7820], [5.0291, 2.6884, 2.9815], [2.8243, 2.3661, 2.4765], [1.0938, 0.1862, 0.4947], [-0.3458, -0.1684, 0.2048], [-0.7346, 0.3483, -1.0682], [1.3068, 0.0067, 1.5486], [1.2327, 1.2473, 0.2876], [1.8646, -0.3689, -0.0399], [-0.9548, 0.1636, 1.0455], [-0.5504, -1.2303, 0.0684], [-0.6951, -0.4344, -1.6225], [-0.7607, 5.4024, -1.5480], [-0.9004, 4.1957, -0.5764], [-1.8431, 3.2112, -1.0142], [-0.6829, 5.0657, -2.5818], [0.1018, 6.0149, -1.2855], [-1.6502, 6.0318, -1.5187], [-1.1617, 4.5770, 0.4107], [0.0419, 3.6763, -0.4018], [-1.4113, 2.3664, -0.8681], [2.0455, -3.4551, 2.8147], [1.4064, -3.5676, 1.4163], [0.0157, -3.3935, 1.5298], [1.9964, -2.4329, 3.1899], [3.0542, -3.8619, 2.7435], [1.4931, -4.0988, 3.4992], [1.6069, -4.5701, 1.0384], [1.7599, -2.8146, 0.7119], [-0.4864, -3.8430, 0.8461], [1.2706, 2.8776, -3.0354], [2.3730, 1.9521, -3.1670], [2.0292, 0.6033, -3.5750], [3.1757, -0.4244, -3.2992], [4.2993, -0.2531, -4.1900], [5.4630, -1.0338, -3.8978], [6.1530, -0.5456, -2.5339], [6.6132, 0.7877, -2.7484], [7.4312, 1.3616, -1.7397], [0.8411, 3.2055, -3.9820], [1.7245, 3.7695, -2.6035], [0.5195, 2.5370, -2.3227], [1.6767, 0.6890, -4.6028], [1.1194, 0.3420, -3.0345], [2.8131, -1.4449, -3.4221], [3.5274, -0.3155, -2.2733], [4.4950, 0.7297, -4.0638], [6.1638, -0.9435, -4.7277], [5.1813, -2.0867, -3.8828], [6.9077, -1.2911, -2.2838], [5.4515, -0.6804, -1.7106], [7.6427, 2.3968, -2.0075], [8.3837, 0.8349, -1.6823], [6.9577, 1.3474, -0.7579], [-6.0729, 2.0058, 9.1111], [-5.5204, 2.0579, 7.7908], [-4.3301, 2.8098, 7.8030], [-3.5836, 2.5044, 6.4080], [-2.7899, 1.2180, 6.4016], [-3.6371, 0.1253, 5.9298], [-2.9572, -1.2855, 6.1189], [-1.6591, -1.2488, 5.5139], [-1.6724, -1.5105, 4.0767], [-5.2828, 1.5954, 9.7398], [-6.8558, 1.2476, 9.1248], [-6.4789, 2.9075, 9.5696], [-3.6834, 2.4522, 8.6042], [-4.5541, 3.8710, 7.9118], [-2.8294, 3.2581, 6.1813], [-4.3330, 2.6514, 5.6303], [-2.0390, 1.3396, 5.7372], [-4.0382, 0.2186, 4.9206], [-4.5371, 0.0776, 6.5429], [-3.6321, -2.0612, 5.7571], [-2.8894, -1.5712, 7.1686], [-0.6471, -1.7991, 3.8450], [-1.9439, -0.6242, 3.5034], [-2.3018, -2.3243, 3.7165], [4.8076, -0.8558, 1.0195], [5.7221, -1.8841, 0.6982], [5.9687, -2.7024, 1.8080], [7.0071, -3.8554, 1.5321], [8.2236, -3.2275, 1.0023], [9.2200, -4.2210, 0.6356], [10.4473, -3.4474, 0.1171], [10.1866, -2.8569, -1.1278], [11.1219, -1.8535, -1.5173], [4.4439, -0.2352, 0.2005], [5.3762, -0.1907, 1.6695], [3.8490, -1.0807, 1.4872], [5.0035, -3.1165, 2.0998], [6.3387, -2.0418, 2.5921], [6.5541, -4.5846, 0.8604], [7.1549, -4.4299, 2.4465], [7.9670, -2.6523, 0.2127], [8.8689, -4.8451, -0.1862], [9.5290, -4.8146, 1.4959], [11.2896, -4.1355, 0.0453], [10.7345, -2.7417, 0.8966], [11.0149, -1.7620, -2.5982], [12.1480, -2.1912, -1.3718], [10.9766, -0.9667, -0.9005], [-0.9975, -7.1234, -7.4103], [-2.0460, -6.2237, -7.1909], [-2.3959, -6.0318, -5.8362], [-3.4367, -4.8677, -5.7746], [-3.3115, -4.1904, -4.4599], [-2.0517, -3.4592, -4.2941], [-2.0339, -2.5639, -2.9943], [-0.7776, -1.8718, -2.7576], [0.3181, -2.6806, -2.5071], [-0.7474, -7.1910, -8.4690], [-1.2517, -8.1318, -7.0836], [-0.1043, -6.7346, -6.9213], [-1.5287, -5.7673, -5.2311], [-2.7865, -6.9690, -5.4395], [-4.4676, -5.2137, -5.8494], [-3.3312, -4.2357, -6.6564], [-4.1041, -3.5932, -4.2718], [-1.8923, -2.7244, -5.0832], [-1.1201, -4.0227, -4.3461], [-2.1927, -3.1739, -2.1050], [-2.8054, -1.7972, -3.0637], [0.0939, -3.4369, -1.7549], [1.0807, -1.9785, -2.1699], [0.7411, -3.2524, -3.3331], [-2.0186, 1.4080, -4.0922], [-3.0313, 1.5357, -5.0563], [-3.5054, 2.8757, -5.1305], [-4.5870, 2.9412, -6.2483], [-4.0539, 2.5010, -7.5599], [-5.1257, 2.1363, -8.4850], [-4.5445, 1.7995, -9.8849], [-3.6523, 0.6975, -9.7548], [-2.7237, 0.6501, -10.8098], [-2.3277, 1.4321, -3.0473], [-1.1943, 2.0987, -4.2696], [-1.5897, 0.4098, -4.1797], [-2.7356, 3.5663, -5.4748], [-3.8896, 3.3384, -4.2214], [-5.0278, 3.9380, -6.2630], [-5.4545, 2.3678, -5.9214], [-3.5985, 1.6074, -7.4406], [-5.7849, 2.9962, -8.6042], [-5.7026, 1.3202, -8.0499], [-4.0785, 2.7117, -10.2575], [-5.3635, 1.5430, -10.5568], [-2.1946, 1.5585, -11.0977], [-3.2217, 0.3119, -11.7185], [-1.9493, -0.0934, -10.6216], [0.5292, 1.2149, 5.4576], [-0.5946, 1.7953, 4.8066], [-0.2700, 2.1594, 3.4805], [-1.6085, 2.5763, 2.8572], [-2.0019, 3.8677, 3.2896], [-3.2582, 4.2602, 2.6953], [-3.7318, 5.6183, 3.4064], [-3.7685, 5.2748, 4.8212], [-4.1230, 6.4348, 5.5738], [0.0982, 0.7848, 6.3617], [1.2816, 1.9516, 5.7394], [0.8926, 0.3453, 4.9100], [-0.0357, 1.2491, 2.9286], [0.4854, 2.9442, 3.4407], [-2.4079, 1.8716, 3.0865], [-1.4742, 2.5441, 1.7760], [-2.2893, 3.7608, 4.2519], [-4.1213, 3.5982, 2.7651], [-3.1402, 4.5717, 1.6575], [-4.7075, 5.9537, 3.0547], [-3.0216, 6.4402, 3.3156], [-3.3895, 7.2182, 5.3830], [-4.0844, 6.2252, 6.6427], [-5.1285, 6.7577, 5.3039], [-4.9626, -5.2362, 4.2476], [-3.9115, -4.3932, 3.7085], [-3.3694, -4.8648, 2.4646], [-4.2484, -4.5130, 1.2827], [-4.5168, -3.0782, 1.1391], [-3.4399, -2.1781, 0.7680], [-3.9086, -0.7055, 0.6832], [-3.9590, -0.0216, 1.9616], [-4.6294, 1.1640, 1.9253], [-4.3847, -5.9190, 4.8704], [-5.5149, -5.8296, 3.5188], [-5.6951, -4.7078, 4.8579], [-3.2879, -5.9490, 2.5421], [-2.3773, -4.4398, 2.3120], [-5.1816, -5.0410, 1.4786], [-3.7446, -4.9332, 0.4122], [-4.9516, -2.8554, 2.0231], [-3.2322, -2.4446, -0.2683], [-2.5903, -2.2660, 1.4452], [-4.8642, -0.6502, 0.1617], [-3.2575, -0.1289, 0.0261], [-4.1946, 1.8710, 1.2188], [-4.7102, 1.5786, 2.9302], [-5.6442, 1.0012, 1.5625]]}

4.
{"formula": "C2H2Cl4Si", "method": "ωB97M-V/def2-TZVPD", "spin_multiplicity": 1, "orbital_gap_ha": 0.38300, "smiles": "Cl[SiH](Cl)Cl.C#CCl", "total_charge": 0, "e_lumo_ev": 0.5, "elements": ["C", "C", "Si", "Cl", "Cl", "Cl", "Cl", "H", "H"], "coordinates": [[-1.4677, 2.2657, -1.4533], [-1.2031, 1.1674, -1.9073], [0.9753, -1.4711, 1.3415], [-0.6689, -0.0561, -2.7392], [2.6362, -1.4060, 0.1997], [0.0936, 0.4231, 1.2455], [1.4429, -1.8242, 3.2448], [-1.6500, 3.0496, -0.6944], [-0.1582, -2.1485, 0.7627]]}

Going through the records in order, we get HOMO values of -9.38; -9.70; -8.11; -9.89 eV.
Going through the records in order, we get DFT total energy values of -249.3553; -405.6989; -3874.6150; -2207.7209 Eh.
Going through the records in order, we get ΔE to the lowest compared entry with this formula, charge and spin values of 309.6; 412.6; 115.6; 248.2 kJ/mol.